[1]
This record from the OMol25 dataset describes a 24-piece molecular cluster, H48O24 overall in a non-equilibrium geometry. The level of theory is ωB97M-V with the def2-TZVPD basis set.

energy above the lowest of the compared OMol25 structures with the same formula, charge and spin	18.8	kcal per mole
2S+1	1
orbital gap	10.909	eV
HOMO	-10.875	eV
molecular weight	432.36	Da

Structure (XYZ):
```
72
Properties=species:S:1:pos:R:3:forces:R:3
O 1.703 -3.442 -0.650 -0.39 -0.96 -0.12
H 0.751 -3.642 -0.549 0.23 0.24 -0.06
H 1.802 -2.490 -0.765 -0.15 0.36 0.20
O 2.222 -0.822 -0.106 -0.66 0.89 0.18
H 1.468 -0.280 0.230 0.56 -0.33 -0.74
H 2.702 -1.027 0.698 0.42 -0.27 0.34
O 2.818 -0.017 -3.184 0.12 -0.68 -1.23
H 2.920 -0.162 -2.250 0.05 -0.23 0.86
H 3.054 -0.883 -3.603 -0.51 0.98 0.62
O 3.159 -2.040 3.048 -0.48 -0.03 -1.45
H 2.557 -2.798 3.153 0.03 -0.08 -0.03
H 3.379 -1.675 3.882 0.28 0.27 1.29
O 4.608 2.254 0.213 0.14 -1.44 0.42
H 3.989 2.414 -0.511 -0.18 -0.07 0.15
H 4.648 1.264 0.318 -0.16 1.56 -0.33
O -1.886 0.139 3.973 1.52 0.63 0.08
H -0.988 0.059 3.553 -0.96 -0.39 0.29
H -1.679 0.758 4.702 -0.55 -0.43 -0.42
O 1.363 2.812 -0.460 0.29 -0.86 0.05
H 0.733 3.399 -0.881 -0.29 0.46 0.14
H 1.009 2.623 0.426 0.17 0.34 0.03
O 0.640 2.602 2.452 -1.91 -0.81 -0.93
H 0.358 1.668 2.595 0.68 0.80 -0.03
H 1.403 2.782 2.976 1.28 -0.02 0.60
O -1.122 -4.490 -0.104 1.12 -2.21 -0.37
H -1.569 -3.869 -0.674 -0.61 0.81 -0.60
H -0.987 -5.324 -0.642 -0.40 1.53 0.92
O 0.623 -0.432 2.522 -0.19 0.75 0.61
H 0.314 -0.718 1.663 -0.11 -0.36 -0.25
H 1.424 -0.910 2.780 0.02 -0.30 -0.24
O -0.564 -1.315 -3.457 1.15 -2.18 -0.09
H -0.534 -0.362 -3.505 0.18 0.81 -0.05
H 0.372 -1.653 -3.562 -1.55 0.78 0.08
O -0.605 4.848 -0.902 0.39 0.49 -0.81
H -1.276 4.730 -0.215 -0.21 -0.14 0.74
H -0.311 5.768 -0.903 -0.16 -0.27 0.08
O -4.008 1.100 -1.540 -0.09 -0.07 0.52
H -3.401 1.494 -2.167 0.45 0.34 0.16
H -3.684 1.197 -0.622 -0.07 0.24 -0.55
O 1.333 -3.877 2.172 0.47 2.45 0.21
H 1.196 -4.773 2.296 -0.63 -2.77 0.69
H 1.657 -3.834 1.271 0.24 0.39 -0.82
O 3.454 2.902 3.053 -0.15 -0.05 -0.20
H 4.106 2.866 3.761 0.09 0.03 -0.45
H 3.891 2.838 2.178 0.01 -0.02 0.51
O -2.990 1.045 1.411 0.18 0.34 -0.94
H -2.229 0.748 0.873 -0.09 0.04 0.54
H -2.939 0.583 2.255 0.18 -0.07 0.29
O -0.590 0.228 -0.137 0.06 0.00 0.85
H -1.033 -0.443 -0.665 -0.12 -0.26 -0.47
H -0.237 0.900 -0.732 0.00 0.05 -0.48
O 2.410 -2.919 -3.872 -1.25 0.08 1.10
H 1.945 -3.601 -3.345 0.43 0.64 -0.11
H 3.007 -3.408 -4.404 0.87 -0.66 -0.88
O -1.703 3.694 -3.143 -0.27 -0.16 -0.13
H -2.231 4.423 -3.450 -0.64 0.15 -1.22
H -1.506 4.117 -2.310 0.98 -0.16 1.23
O -1.815 3.979 1.254 -1.24 -0.02 -0.27
H -0.969 3.795 1.661 0.32 -0.61 0.53
H -2.450 3.251 1.441 0.86 0.33 -0.01
O -4.919 -1.348 -1.425 -0.70 -0.95 -0.33
H -4.228 -0.676 -1.466 -0.36 0.62 -0.16
H -5.646 -1.037 -1.996 0.74 -0.09 0.48
O -2.772 -3.533 3.626 0.28 -0.30 -1.99
H -2.610 -2.856 2.923 -0.19 -0.54 1.10
H -2.747 -4.350 3.066 -0.06 0.83 0.89
O -2.280 -2.225 -1.334 -0.04 -0.16 -0.83
H -1.936 -2.053 -2.240 0.25 0.03 0.47
H -3.233 -2.380 -1.486 0.09 0.21 0.30
O -0.080 1.186 -3.033 2.09 0.61 0.27
H 0.919 1.050 -3.075 -1.50 0.03 0.04
H -0.182 2.151 -3.060 -0.36 -0.19 -0.25
```
Positions in Å, forces in eV/Å.

Formally, the Mulliken partial charges of the atoms, in units of the elementary charge, are as follows: -0.77, 0.38, 0.46, -0.54, 0.15, 0.26, -0.65, 0.30, 0.29, -0.63, 0.38, 0.28, -0.66, 0.30, 0.32, -0.63, 0.36, 0.32, -0.57, 0.27, 0.30, -0.59, 0.32, 0.22, -0.67, 0.40, 0.33, -0.52, 0.11, 0.25, -0.66, 0.42, 0.27, -0.67, 0.42, 0.25, -0.68, 0.30, 0.30, -0.60, 0.24, 0.40, -0.61, 0.27, 0.36, -0.65, 0.36, 0.27, 0.17, 0.19, 0.02, -0.60, 0.30, 0.26, -0.67, 0.32, 0.31, -0.72, 0.34, 0.32, -0.67, 0.52, 0.28, -0.62, 0.30, 0.32, -0.83, 0.34, 0.37, -0.62, 0.36, 0.24

---

[2]
This record from the OMol25 dataset describes one molecule with the formula C4H11NOS2 in a non-equilibrium geometry. The level of theory is ωB97M-V with the def2-TZVPD basis set.

energy above the lowest of the compared OMol25 structures with the same formula, charge and spin	74.1	kcal per mole
2S+1	1
orbital gap	9.295	eV
HOMO	-8.799	eV
molecular weight	153.27	Da

Structure (XYZ):
```
19
Properties=species:S:1:pos:R:3:forces:R:3
C -2.323 -0.903 -2.016 -0.89 1.08 -2.47
N -2.165 0.312 -1.232 -1.20 0.24 1.37
C -1.097 0.339 -0.193 -1.51 1.62 0.94
C -1.560 -0.358 1.212 4.61 1.17 -2.60
O -1.883 0.705 2.007 -0.83 0.86 2.41
C 0.115 -0.052 -0.928 0.91 0.41 -2.19
S 1.860 0.409 -0.609 -0.25 0.56 0.23
S 2.644 -0.273 1.201 -0.58 -0.59 -0.85
H -2.403 -1.926 -1.602 0.14 0.56 0.44
H -1.482 -0.828 -2.736 -0.60 -0.92 0.10
H -3.281 -0.691 -2.640 1.59 -0.70 0.93
H -3.112 0.581 -0.898 1.30 -0.05 0.27
H -0.919 1.392 0.099 -0.62 -0.18 -0.15
H -2.464 -0.763 0.984 -2.38 -1.95 -0.42
H -0.760 -1.127 1.527 -1.21 1.21 0.19
H -1.229 1.400 2.151 0.31 -0.62 -0.34
H 0.010 -1.094 -0.892 0.71 -1.91 -0.97
H -0.006 0.394 -2.055 0.53 -1.23 2.68
H 2.998 -1.495 0.706 -0.05 0.43 0.42
```
Positions in Å, forces in eV/Å.

Formally, the natural (NBO) partial charges of the atoms, in units of the elementary charge, are as follows: -0.44, -0.64, -0.09, -0.06, -0.72, -0.55, 0.09, -0.14, 0.18, 0.19, 0.21, 0.37, 0.19, 0.18, 0.16, 0.48, 0.21, 0.26, 0.13

---

[3]
This record from the OMol25 dataset describes an isolated ion of composition C4H9N2 and charge +1 in a non-equilibrium geometry. The level of theory is ωB97M-V with the def2-TZVPD basis set.

net charge	+1
energy above the lowest of the compared OMol25 structures with the same formula, charge and spin	86.2	kcal per mole
2S+1	1
orbital gap	10.375	eV
HOMO	-14.496	eV
molecular weight	85.13	Da

Structure (XYZ):
```
15
Properties=species:S:1:pos:R:3:forces:R:3
C 0.947 1.340 0.923 2.10 -1.88 0.05
C 0.510 0.086 0.200 0.41 0.45 -2.59
C -0.605 0.305 -0.904 0.14 0.84 1.31
N -1.570 -0.839 -0.763 0.83 -0.16 1.73
C 1.330 -1.111 0.260 -0.63 0.91 0.89
N 0.219 -1.171 0.886 1.53 -1.37 1.25
H 2.075 1.472 0.797 -1.43 -0.19 0.18
H 0.797 1.008 1.964 -0.27 1.41 0.06
H 0.503 2.199 0.464 -0.59 0.71 0.67
H -0.259 0.322 -1.925 0.04 0.62 -0.15
H -1.043 1.260 -0.447 -0.04 -1.34 -1.70
H -2.407 -0.543 -0.299 -0.91 0.31 -0.15
H -1.038 -1.331 0.106 -0.86 -0.45 -1.31
H -1.805 -1.469 -1.540 0.46 0.47 0.18
H 2.347 -1.529 0.278 -0.77 -0.32 -0.41
```
Positions in Å, forces in eV/Å.

Formally, the natural (NBO) partial charges of the atoms, in units of the elementary charge, are as follows: -0.65, 0.03, -0.26, -0.72, 0.17, -0.40, 0.25, 0.25, 0.24, 0.25, 0.25, 0.44, 0.45, 0.45, 0.26

---

[4]
This record from the OMol25 dataset describes one molecule with the formula C5H8FN in a non-equilibrium geometry. The level of theory is ωB97M-V with the def2-TZVPD basis set.

energy above the lowest of the compared OMol25 structures with the same formula, charge and spin	91.7	kcal per mole
2S+1	1
orbital gap	9.749	eV
HOMO	-8.764	eV
molecular weight	101.12	Da

Structure (XYZ):
```
15
Properties=species:S:1:pos:R:3:forces:R:3
F 2.084 -0.195 -0.887 0.70 0.32 -0.02
C 1.316 0.094 0.228 -1.79 -0.73 -0.42
C 0.330 1.291 -0.124 1.09 1.60 -1.24
C -1.050 0.626 -0.013 1.42 1.46 3.19
N -2.084 -0.140 -0.666 -0.31 -0.15 -1.40
C -0.742 -0.688 -0.536 1.34 -0.68 -1.98
C 0.378 -1.178 0.389 -1.36 1.00 1.21
H 1.945 0.326 1.090 0.21 -0.22 -0.24
H 0.576 2.089 0.692 -0.88 -0.81 -1.96
H 0.559 1.560 -1.236 -0.07 0.14 2.18
H -1.231 0.638 1.097 0.05 -0.42 -0.84
H -2.569 -0.506 0.100 -1.82 -0.19 1.30
H -0.377 -0.576 -1.595 0.31 -0.35 1.23
H 0.817 -2.061 0.001 0.79 -0.83 0.03
H 0.047 -1.280 1.461 0.33 -0.14 -1.04
```
Positions in Å, forces in eV/Å.

Formally, the natural (NBO) partial charges of the atoms, in units of the elementary charge, are as follows: -0.37, 0.21, -0.44, -0.10, -0.50, -0.13, -0.43, 0.17, 0.22, 0.24, 0.15, 0.35, 0.19, 0.23, 0.21

---

[5]
This record from the OMol25 dataset describes one molecule with the formula C6H7ClN2O in a non-equilibrium geometry. The level of theory is ωB97M-V with the def2-TZVPD basis set.

energy above the lowest of the compared OMol25 structures with the same formula, charge and spin	9.8	kcal per mole
2S+1	1
orbital gap	9.872	eV
HOMO	-9.535	eV
molecular weight	158.59	Da

Structure (XYZ):
```
17
Properties=species:S:1:pos:R:3:forces:R:3
N 0.840 -2.561 0.240 0.57 -0.04 -0.14
C -0.280 -1.812 0.193 -0.23 -1.75 0.99
O -1.382 -2.290 -0.067 0.86 0.77 0.17
C -0.047 -0.378 0.650 -0.85 0.89 -2.68
C -1.228 0.367 -0.036 0.88 0.45 1.92
C -0.885 1.786 -0.378 -3.05 -0.52 1.70
Cl -2.134 2.977 -0.185 -0.17 -0.08 -0.30
C 0.319 2.142 -0.645 2.95 1.41 -0.63
C 1.356 1.140 -0.382 1.09 0.15 0.11
N 1.252 0.084 0.292 0.01 -1.33 -0.35
H 1.733 -2.093 0.270 -0.10 0.01 0.13
H 0.814 -3.545 0.039 -0.21 0.04 -0.15
H -0.040 -0.268 1.678 -0.59 -0.34 2.41
H -1.305 -0.161 -0.939 -1.11 -0.60 -1.32
H -2.025 0.166 0.698 -0.34 0.65 -1.12
H 0.612 3.194 -0.847 -0.22 -0.96 0.04
H 2.399 1.253 -0.579 0.53 1.26 -0.77
```
Positions in Å, forces in eV/Å.

Formally, the natural (NBO) partial charges of the atoms, in units of the elementary charge, are as follows: -0.81, 0.67, -0.62, -0.17, -0.48, 0.07, 0.01, -0.34, 0.10, -0.42, 0.42, 0.40, 0.22, 0.24, 0.26, 0.24, 0.20

---

[6]
This record from the OMol25 dataset describes C28H17Cl64FN3O8PS2 as an isolated structure in a non-equilibrium geometry. The level of theory is ωB97M-V with the def2-TZVPD basis set.

2S+1	1
orbital gap	7.835	eV
HOMO	-8.971	eV
molecular weight	2906.56	Da

Structure (XYZ):
```
124
Properties=species:S:1:pos:R:3:forces:R:3
O -0.734 2.252 1.459 -1.67 -1.22 11.39
C -1.119 1.935 2.725 -0.27 -1.41 -4.82
N -1.793 1.252 3.744 5.71 3.85 -4.52
C -0.702 0.560 4.588 -1.85 -1.06 0.18
O 0.503 1.390 4.438 1.11 -2.61 1.27
S 1.874 0.652 5.179 3.91 4.62 6.14
O 3.054 1.685 5.132 -4.69 -4.13 -1.46
O 1.611 0.417 6.719 -0.47 -0.48 -6.22
C 2.200 -0.928 4.228 -0.97 -1.56 -2.46
C 3.454 -0.842 3.159 1.35 0.18 0.75
C 3.287 0.454 2.169 -0.61 1.74 2.14
S 3.615 0.120 0.355 0.16 3.04 -0.43
C 3.648 1.868 -0.417 -2.64 1.63 -0.44
N 2.386 2.589 -0.873 8.23 -0.56 1.25
N 2.882 3.823 -1.313 5.23 -1.12 0.74
C 4.392 3.878 -1.163 -4.52 -3.29 0.57
O 4.913 2.629 -0.573 -5.75 1.81 -1.07
P 2.572 -2.385 5.430 4.57 -1.50 4.39
O 3.892 -2.170 6.277 -4.86 -0.43 -3.58
O 1.259 -2.768 6.514 1.10 1.49 -2.87
O 2.838 -3.849 4.461 -3.66 2.75 1.75
C 0.874 -1.358 3.362 -0.76 -0.14 -0.39
C -0.562 -0.982 4.054 -0.32 -1.82 -0.24
C -1.731 -1.404 2.935 0.49 -0.84 -0.02
C -1.736 -3.052 2.653 1.89 0.29 -0.08
C -0.866 -3.444 1.280 0.02 -0.50 0.67
F -1.541 -4.614 0.612 1.41 2.63 1.18
H -1.127 0.505 5.687 1.25 0.53 -2.14
H 3.584 -1.859 2.549 -0.87 2.47 2.32
H 4.447 -0.765 3.817 -2.15 0.04 -1.54
H 2.182 0.876 2.314 2.33 -0.86 -0.61
H 3.997 1.316 2.578 -1.49 -1.95 -1.05
H 5.126 4.759 -1.404 -1.65 -2.54 -0.18
H 0.629 -1.999 6.639 1.23 -0.88 -0.15
H 1.894 -4.230 4.395 2.03 0.34 -0.05
H 0.948 -2.540 3.214 -0.25 2.63 0.35
H 0.857 -0.914 2.258 0.41 -0.68 2.40
H -0.734 -1.744 4.957 0.42 1.85 -1.68
H -1.421 -0.850 1.943 -0.97 -1.25 2.15
H -2.818 -1.152 3.300 2.32 -0.05 -0.78
H -2.814 -3.505 2.600 2.29 0.93 0.03
H -1.090 -3.509 3.548 -1.88 0.58 -1.79
H -0.741 -2.529 0.552 -0.67 -2.05 1.11
H 0.229 -3.820 1.559 -2.44 0.65 -0.66
C -3.412 -5.493 5.502 0.02 -0.16 -0.19
Cl -4.075 -3.920 4.991 0.01 -0.32 0.26
Cl -1.669 -5.324 5.832 -0.33 0.00 0.04
Cl -4.246 -6.037 6.979 0.28 0.19 -0.29
Cl -3.657 -6.691 4.206 1.31 0.62 0.15
C 4.125 -4.239 -0.008 0.14 -0.46 -0.13
Cl 5.328 -5.143 0.947 -0.52 0.45 -0.31
Cl 3.746 -2.705 0.815 0.17 -1.54 -1.01
Cl 4.788 -3.897 -1.626 -0.11 -0.08 0.57
Cl 2.641 -5.211 -0.167 0.36 0.35 0.09
C -3.313 0.413 -0.453 -0.15 0.17 -0.06
Cl -4.861 1.223 -0.801 0.54 -0.30 0.09
Cl -2.737 0.903 1.160 -2.79 -1.17 -2.11
Cl -3.545 -1.353 -0.490 0.09 0.26 0.04
Cl -2.109 0.880 -1.681 -0.24 -0.14 0.36
C -8.314 2.368 0.974 0.05 0.02 0.12
Cl -7.112 1.464 1.928 -0.34 0.24 -0.19
Cl -8.694 3.902 1.796 0.25 -0.45 -0.21
Cl -7.652 2.710 -0.645 -0.33 0.03 0.33
Cl -9.799 1.396 0.814 0.34 0.23 0.03
C 4.184 6.015 2.022 0.00 0.37 0.49
Cl 2.409 5.917 2.152 0.53 -0.03 -0.13
Cl 4.717 7.668 2.421 -0.12 -0.32 -0.05
Cl 4.927 4.861 3.157 -0.21 0.26 -0.37
Cl 4.681 5.616 0.358 -0.21 1.55 2.60
C 5.769 -7.633 4.540 -0.03 0.14 0.20
Cl 6.972 -8.537 5.495 -0.29 0.20 -0.26
Cl 5.390 -6.099 5.363 0.09 -0.41 -0.28
Cl 6.432 -7.291 2.922 0.00 -0.29 0.46
Cl 4.285 -8.605 4.381 0.34 0.22 0.00
C -11.740 6.560 1.573 -0.19 -0.03 0.01
Cl -13.288 7.370 1.224 0.35 -0.25 0.56
Cl -11.163 7.050 3.186 -0.09 -0.13 -0.39
Cl -11.972 4.794 1.536 -0.08 0.49 -0.02
Cl -10.536 7.027 0.345 -0.14 -0.12 0.34
C 6.542 2.175 -4.104 0.20 -0.16 -0.27
Cl 5.975 0.500 -3.889 0.25 0.57 0.12
Cl 5.433 3.290 -3.265 0.76 -0.73 -1.67
Cl 8.179 2.341 -3.423 -0.40 -0.01 -0.14
Cl 6.579 2.571 -5.841 0.01 -0.11 0.41
C 7.664 4.937 -9.283 0.07 -0.01 -0.07
Cl 7.098 3.261 -9.067 0.14 0.40 -0.10
Cl 6.556 6.051 -8.443 0.24 -0.25 -0.19
Cl 9.302 5.102 -8.601 -0.41 -0.04 -0.16
Cl 7.702 5.332 -11.020 0.08 -0.43 0.53
C -7.547 -7.850 3.697 -0.10 0.06 0.10
Cl -6.922 -9.415 3.118 -0.12 0.38 0.14
Cl -9.111 -8.101 4.512 0.33 0.03 -0.22
Cl -6.387 -7.134 4.844 -1.51 -0.48 -0.17
Cl -7.769 -6.750 2.312 0.07 -0.26 0.33
C -14.496 7.506 -2.550 0.11 0.00 -0.05
Cl -15.062 5.830 -2.334 0.14 0.41 -0.03
Cl -15.604 8.620 -1.710 0.25 -0.25 -0.16
Cl -12.858 7.671 -1.868 -0.46 -0.02 -0.68
Cl -14.459 7.901 -4.286 -0.04 -0.09 0.41
C 3.601 -2.442 -6.030 -0.03 0.02 -0.06
Cl 4.926 -3.098 -7.024 -0.33 0.13 0.29
Cl 2.037 -2.874 -6.766 0.36 0.09 0.16
Cl 3.695 -3.127 -4.388 -0.11 0.23 -0.53
Cl 3.746 -0.668 -5.943 -0.18 -0.56 -0.17
C -7.369 0.896 6.143 -0.13 0.02 0.02
Cl -7.811 2.608 6.369 0.13 -0.45 -0.08
Cl -5.786 0.794 5.333 -0.28 0.03 0.15
Cl -7.277 0.093 7.731 0.00 0.19 -0.39
Cl -8.602 0.091 5.141 0.32 0.20 0.25
C 7.542 8.872 -13.065 -0.04 0.06 0.07
Cl 6.879 10.444 -13.576 0.17 -0.38 0.10
Cl 9.285 9.041 -12.735 -0.43 -0.06 -0.07
Cl 6.708 8.327 -11.588 0.12 0.44 -0.45
Cl 7.297 7.674 -14.361 0.06 0.25 0.31
C 5.792 -0.204 -11.065 -0.06 0.01 -0.01
Cl 5.129 1.369 -11.576 0.16 -0.38 0.11
Cl 7.535 -0.035 -10.735 -0.41 -0.04 -0.07
Cl 4.959 -0.748 -9.587 0.24 0.17 -0.38
Cl 5.547 -1.402 -12.361 0.06 0.29 0.32
C 0.648 -7.031 -3.421 -0.02 0.00 -0.01
Cl 2.371 -7.259 -3.031 -0.39 0.03 -0.16
Cl -0.049 -8.578 -3.965 0.17 0.37 0.13
Cl -0.219 -6.467 -1.970 0.19 -0.09 -0.32
Cl 0.487 -5.819 -4.717 0.07 -0.28 0.33
```
Positions in Å, forces in eV/Å.

These are the Mulliken partial charges, in e, on atoms 1 to 99: -0.49, 0.67, -0.46, 0.25, -0.39, 1.43, -0.62, -0.66, 0.41, -0.13, -0.31, 0.35, 0.17, -0.10, -0.27, -0.38, -0.18, 1.15, -0.71, -0.54, -0.40, -0.55, 0.31, -0.03, 0.01, 0.01, -0.39, 0.25, -0.23, 0.38, -0.06, 0.41, 0.59, 0.36, 0.28, -0.52, 0.26, 0.22, -0.13, 0.13, 0.37, -0.22, 0.18, -0.03, 0.27, -0.03, -0.08, -0.09, -0.07, 0.14, -0.02, -0.19, -0.10, -0.06, 0.21, -0.02, -0.13, -0.10, -0.09, 0.29, 0.02, -0.05, -0.11, -0.11, 0.31, -0.07, -0.11, -0.07, -0.09, 0.31, -0.10, -0.04, -0.10, -0.11, 0.32, -0.07, -0.09, -0.05, -0.10, 0.26, -0.02, -0.07, -0.12, -0.01, 0.28, 0.03, -0.10, -0.10, -0.08, 0.29, -0.10, -0.10, 0.00, -0.09, 0.30, -0.09, -0.10, -0.02, -0.10